1.
# C19H26N4O3

An isolated molecule of C19H26N4O3 (wB97M-V/def2-TZVPD, OMol25).

As for the SMILES: Cc1cccc(N2CCN(C(=O)CN3C(=O)NC(C)(C)C3=O)CC2)c1C. The calculation puts the lowest unoccupied orbital energy at 0.75 eV. Its relative energy (zero: lowest compared OMol25 entry of this formula, charge and spin) is 0.282 eV. For the frontier orbital gap, the calculation gives 9.472 eV. As for the total energy: -1184.44097 hartree.

Atoms and positions in Å:
C -4.95 -4.49 -2.01
C -3.76 -3.89 -1.32
C -3.09 -4.62 -0.34
C -1.99 -4.08 0.31
C -1.56 -2.81 -0.01
C -2.22 -2.08 -0.98
N -1.79 -0.75 -1.34
C -2.04 0.22 -0.28
C -1.76 1.62 -0.81
N -0.39 1.67 -1.28
C 0.56 2.12 -0.42
O 0.28 2.73 0.59
C 2.03 1.85 -0.77
N 2.74 1.80 0.48
C 3.54 2.84 0.98
O 3.92 3.78 0.33
N 3.82 2.53 2.26
C 3.09 1.36 2.73
C 2.01 1.74 3.74
C 4.04 0.30 3.29
C 2.41 0.89 1.45
O 1.72 -0.08 1.29
C -0.18 0.72 -2.35
C -0.42 -0.69 -1.80
C -3.33 -2.61 -1.64
C -4.04 -1.81 -2.69
H -5.16 -5.49 -1.63
H -4.77 -4.56 -3.09
H -5.83 -3.87 -1.87
H -3.43 -5.61 -0.09
H -1.48 -4.66 1.06
H -0.70 -2.39 0.50
H -3.08 0.13 0.03
H -1.40 0.04 0.60
H -1.88 2.36 -0.01
H -2.43 1.86 -1.64
H 2.44 2.69 -1.34
H 2.18 0.91 -1.29
H 4.27 3.17 2.88
H 1.43 0.86 4.01
H 2.46 2.16 4.64
H 1.33 2.48 3.30
H 3.49 -0.63 3.44
H 4.46 0.62 4.24
H 4.85 0.11 2.59
H 0.81 0.82 -2.79
H -0.92 0.94 -3.13
H -0.29 -1.43 -2.59
H 0.31 -0.88 -0.99
H -5.07 -1.63 -2.40
H -4.05 -2.34 -3.64
H -3.54 -0.85 -2.82

***

2.
# C3H9N3O

A cluster of 2 separate species, C3H9N3O in total (wB97M-V/def2-TZVPD, OMol25).

As for the SMILES: C=C(N)C(N)=O.N. The calculation puts the lowest unoccupied orbital energy at 0.88 eV. Its relative energy (zero: lowest compared OMol25 entry of this formula, charge and spin) is 0.480 eV. For the frontier orbital gap, the calculation gives 9.662 eV. As for the total energy: -359.22679 hartree.

Atoms and positions in Å:
C 1.23 -1.04 0.40
C 0.20 -0.79 -0.39
N 0.20 -0.97 -1.78
C -1.12 -0.39 0.20
N -2.19 -0.81 -0.51
O -1.22 0.26 1.22
H 2.19 -1.35 0.02
H 1.13 -0.96 1.47
H 1.14 -1.09 -2.15
H -0.30 -0.26 -2.29
H -3.11 -0.65 -0.14
H -2.08 -1.46 -1.27
N 1.14 2.33 1.08
H 0.41 1.63 1.19
H 1.69 2.32 1.93
H 0.68 3.23 1.03

***

3.
# C5H6N2S

A cluster of 2 separate species, C5H6N2S in total in a non-equilibrium geometry (wB97M-V/def2-TZVPD, OMol25).

As for the SMILES: Cc1cscn1.C#N. The calculation puts the lowest unoccupied orbital energy at 0.91 eV. Its relative energy (zero: lowest compared OMol25 entry of this formula, charge and spin) is 1.839 eV. For the frontier orbital gap, the calculation gives 9.634 eV. As for the total energy: -701.77138 hartree.

Atoms and positions in Å:
C 1.03 -0.88 0.42
C 0.43 0.49 0.24
C -0.44 1.06 1.10
S -0.91 2.65 0.52
C -0.14 2.22 -0.97
N 0.58 1.13 -0.96
H 0.12 -1.47 0.18
H 1.83 -1.07 -0.35
H 1.36 -1.11 1.47
H -0.52 0.66 2.13
H -0.07 2.83 -1.80
C -4.05 -1.45 -0.40
N -3.20 -0.77 -0.10
H -4.97 -2.07 -0.67

***

4.
# C20H22F2N2O4

An isolated molecule of C20H22F2N2O4 (wB97M-V/def2-TZVPD, OMol25).

As for the SMILES: COc1cc(OC)cc(C(=O)N[C@H](C(=O)Nc2ccc(F)cc2F)C(C)C)c1. The calculation puts the lowest unoccupied orbital energy at 0.68 eV. Its relative energy (zero: lowest compared OMol25 entry of this formula, charge and spin) is 0.000 eV. For the frontier orbital gap, the calculation gives 9.172 eV. As for the total energy: -1385.55857 hartree.

Atoms and positions in Å:
C -7.18 -0.45 -1.43
O -5.99 0.29 -1.51
C -4.86 -0.26 -0.99
C -4.79 -1.49 -0.36
C -3.57 -1.97 0.13
O -3.63 -3.19 0.71
C -2.44 -3.75 1.22
C -2.42 -1.20 0.01
C -2.50 0.04 -0.62
C -1.28 0.88 -0.79
O -1.06 1.55 -1.79
N -0.44 0.88 0.28
C 0.88 1.46 0.23
C 1.88 0.32 0.37
O 1.66 -0.63 1.09
N 3.02 0.48 -0.36
C 4.13 -0.35 -0.43
C 4.25 -1.56 0.24
C 5.39 -2.33 0.11
C 6.43 -1.89 -0.68
F 7.54 -2.63 -0.80
C 6.36 -0.68 -1.37
C 5.21 0.06 -1.23
F 5.11 1.25 -1.88
C 1.07 2.50 1.36
C 2.48 3.09 1.34
C 0.03 3.60 1.21
C -3.69 0.51 -1.13
H -7.47 -0.63 -0.39
H -7.94 0.17 -1.91
H -7.11 -1.41 -1.96
H -5.65 -2.12 -0.24
H -2.02 -3.14 2.03
H -2.72 -4.73 1.63
H -1.69 -3.89 0.44
H -1.47 -1.57 0.36
H -0.61 0.25 1.05
H 0.97 1.95 -0.75
H 3.08 1.32 -0.93
H 3.43 -1.90 0.86
H 5.48 -3.27 0.63
H 7.17 -0.34 -1.98
H 0.92 1.98 2.31
H 3.23 2.33 1.53
H 2.56 3.85 2.10
H 2.69 3.55 0.37
H -0.98 3.19 1.22
H 0.12 4.31 2.03
H 0.17 4.13 0.28
H -3.74 1.46 -1.63

***

5.
# C3H4N2O2

An isolated molecule of C3H4N2O2 in a non-equilibrium geometry (wB97M-V/def2-TZVPD, OMol25).

As for the SMILES: C=N/C=N\C(=O)O. The calculation puts the lowest unoccupied orbital energy at 0.02 eV. Its relative energy (zero: lowest compared OMol25 entry of this formula, charge and spin) is 3.219 eV. For the frontier orbital gap, the calculation gives 9.917 eV. As for the total energy: -376.64551 hartree.

Atoms and positions in Å:
C -2.04 0.31 -0.50
N -1.56 -0.70 0.04
C -0.51 -0.81 0.86
N 0.75 -0.75 0.66
C 1.81 -0.21 -0.04
O 2.71 -0.80 -0.51
O 1.86 1.14 0.17
H -1.72 1.42 -0.41
H -2.69 0.14 -1.39
H -0.75 -1.27 1.79
H 2.13 1.54 -0.66

***

6.
# C4H7NO

A structure of composition C4H7NO in a non-equilibrium geometry (wB97M-V/def2-TZVPD, OMol25).

The calculation puts the lowest unoccupied orbital energy at 0.59 eV. Its relative energy (zero: lowest compared OMol25 entry of this formula, charge and spin) is 5.214 eV. For the frontier orbital gap, the calculation gives 9.793 eV. As for the total energy: -286.44003 hartree.

Atoms and positions in Å:
O 2.48 -0.59 -0.27
N 1.88 0.61 -0.09
C 0.61 0.49 -0.28
C -0.10 -0.78 -0.39
C -1.39 -0.06 0.10
C -0.59 1.28 0.20
H 1.79 -1.38 0.23
H -0.06 -1.48 -1.22
H 0.68 -1.58 0.44
H -2.23 -0.04 -0.60
H -1.74 -0.46 1.06
H -0.95 2.06 -0.47
H -0.49 1.70 1.21

***

7.
# C4H9NO

An isolated molecule of C4H9NO (wB97M-V/def2-TZVPD, OMol25).

As for the SMILES: CC1(C)O[C@H]1N. The calculation puts the lowest unoccupied orbital energy at 1.02 eV. Its relative energy (zero: lowest compared OMol25 entry of this formula, charge and spin) is 1.720 eV. For the frontier orbital gap, the calculation gives 10.194 eV. As for the total energy: -287.76923 hartree.

Atoms and positions in Å:
C -0.59 -1.24 0.60
C -0.26 0.19 0.20
C -1.41 1.17 0.27
O 0.94 0.83 0.70
C 0.92 0.40 -0.64
N 1.83 -0.68 -0.88
H -1.36 -1.28 1.39
H 0.29 -1.79 0.91
H -0.99 -1.74 -0.29
H -1.16 2.11 -0.23
H -2.34 0.77 -0.14
H -1.57 1.39 1.33
H 0.88 1.15 -1.43
H 2.39 -0.53 -1.71
H 2.45 -0.74 -0.08

***

Copy entry 3 word for word.
# C5H6N2S

A cluster of 2 separate species, C5H6N2S in total in a non-equilibrium geometry (wB97M-V/def2-TZVPD, OMol25).

As for the SMILES: Cc1cscn1.C#N. The calculation puts the lowest unoccupied orbital energy at 0.91 eV. Its relative energy (zero: lowest compared OMol25 entry of this formula, charge and spin) is 1.839 eV. For the frontier orbital gap, the calculation gives 9.634 eV. As for the total energy: -701.77138 hartree.

Atoms and positions in Å:
C 1.03 -0.88 0.42
C 0.43 0.49 0.24
C -0.44 1.06 1.10
S -0.91 2.65 0.52
C -0.14 2.22 -0.97
N 0.58 1.13 -0.96
H 0.12 -1.47 0.18
H 1.83 -1.07 -0.35
H 1.36 -1.11 1.47
H -0.52 0.66 2.13
H -0.07 2.83 -1.80
C -4.05 -1.45 -0.40
N -3.20 -0.77 -0.10
H -4.97 -2.07 -0.67

***

Q: frontier orbital gap of number 7 (C4H9NO)?
A: 10.194 eV